A cluster of 2 separate species, C6H14N2Si in total. Source: the OMol25 dataset; level of theory: ωB97M-V/def2-TZVPD.

```
! wB97M-V def2-TZVPD RIJCOSX def2/J DEFGRID3
* xyz 0 1
C 0.4823 -0.2782 2.7555
C 0.2874 -2.6618 0.5143
C -0.2384 2.3094 1.2840
C -1.0163 1.2759 -1.5089
C 1.6584 0.6079 -0.3965
C -1.0659 -1.8174 0.4826
N 1.1354 -0.4691 3.6676
N -0.9977 -0.4072 0.8877
Si -0.0638 0.8334 0.0904
H 0.1843 -3.6517 0.3235
H 1.0913 -2.2316 -0.1045
H 0.5049 -2.7177 1.5850
H -0.9158 2.1333 2.1313
H 0.7739 2.2707 1.7734
H -0.3481 3.2617 0.8754
H -0.6186 0.9040 -2.4188
H -2.1070 1.1449 -1.5238
H -0.8756 2.3631 -1.5451
H 2.1066 -0.0516 0.4698
H 1.8042 0.0031 -1.4366
H 2.2431 1.4541 -0.4778
H -1.3864 -1.7063 -0.6021
H -1.7349 -2.3195 1.1631
*
```

Values from the calculation:
orbital gap (spin up / spin down) = 8.164 / 8.185 eV
calculated total energy = -17302.60403 eV
ΔE to the lowest compared entry with this formula, charge and spin = 609.00 kJ/mol
LUMO (spin up / spin down) = -2.4 / -2.4 eV